Entry 1:
Formula: C3H10N2O
Source: the Open Molecules 2025 dataset
Level of theory: ωB97M-V/def2-TZVPD

Max |F| = 2.22 eV Å⁻¹
HOMO energy = -9.284 eV
Calculated total energy = -305.0418 a.u.
SMILES string = NC=O.CCN
Frontier orbital gap = 0.37364 hartree
Energy above the lowest of the compared OMol25 structures with the same formula, charge and spin = 86.34 kJ/mol

CARTESIAN COORDINATES (ANGSTROEM)
1 N 1.9275 -1.1739 0.9489
2 C 1.6209 -2.0712 1.9176
3 O 0.6855 -2.8404 1.8586
4 H 1.4044 -1.3073 0.1002
5 H 2.5770 -0.4327 1.1280
6 H 2.2314 -2.0289 2.8258
7 C -0.5703 1.6633 -0.0934
8 C -1.1342 0.3738 -0.7554
9 N -1.4374 0.7093 -2.1521
10 H -1.4186 2.1987 0.3361
11 H 0.2329 1.4634 0.6111
12 H -0.1647 2.2507 -0.9196
13 H -0.2826 -0.2761 -0.8202
14 H -1.9081 -0.0373 -0.1359
15 H -1.7933 -0.0598 -2.6941
16 H -1.9705 1.5685 -2.1556

natural (NBO) population analysis, charges in e, atoms 1 to 5: -0.83, 0.52, -0.60, 0.41, 0.40

=====

Entry 2:
Formula: C3H10N2O
Source: the Open Molecules 2025 dataset
Level of theory: ωB97M-V/def2-TZVPD

Max |F| = 3.59 eV Å⁻¹
HOMO energy (alpha / beta) = -14.162 / -14.819 eV
Spin multiplicity = 2
Calculated total energy = -304.7485 a.u.
Charge = +1
Frontier orbital gap (alpha / beta) = 0.38524 / 0.28769 hartree
Energy above the lowest of the compared OMol25 structures with the same formula, charge and spin = 96.60 kJ/mol

CARTESIAN COORDINATES (ANGSTROEM)
1 C -0.7096 -1.0764 -2.0476
2 C -0.0701 -0.5384 -0.8148
3 C 1.2415 -0.1747 -0.7461
4 N 1.8183 0.1073 0.4388
5 N -0.9448 -0.2020 0.2173
6 H -1.7832 -1.1836 -2.1561
7 H -0.5704 -0.2961 -2.8392
8 H -0.3463 -1.9707 -2.5415
9 H 1.8390 -0.1936 -1.6479
10 H 1.1029 0.2509 1.1464
11 H 2.6274 0.7141 0.3493
12 H -1.4126 0.6972 0.1335
13 H -1.6499 -0.8936 0.4570
14 H -0.4309 1.9615 4.0467
15 H 0.0000 1.1303 2.8323
16 O -0.7113 1.6678 3.1717

natural (NBO) population analysis, charges in e, atoms 1 to 5: -0.72, 0.31, 0.09, -0.60, -0.83

=====

Entry 3:
Formula: C3H10N2O2
Source: the Open Molecules 2025 dataset
Level of theory: ωB97M-V/def2-TZVPD

Max |F| = 3.18 eV Å⁻¹
HOMO energy = -9.040 eV
Calculated total energy = -380.2697 a.u.
SMILES string = C[C@H](N)O.NC=O
Frontier orbital gap = 0.35540 hartree
Energy above the lowest of the compared OMol25 structures with the same formula, charge and spin = 175.71 kJ/mol

CARTESIAN COORDINATES (ANGSTROEM)
1 C 1.5726 1.5627 -0.1503
2 C 0.8991 0.2110 -0.3373
3 N 1.6461 -0.8430 0.2851
4 O 0.6146 -0.0710 -1.6339
5 H 0.9695 2.3415 -0.6109
6 H 1.7369 1.7836 0.9032
7 H 2.5394 1.5364 -0.6490
8 H -0.2028 0.2947 0.1865
9 H 1.2470 -1.7536 0.0945
10 H 1.7851 -0.7097 1.2772
11 H -0.4252 -0.2702 -1.6969
12 N -2.1380 -1.2211 0.8248
13 C -1.9397 -0.1383 0.0064
14 O -1.8735 -0.2906 -1.2319
15 H -2.2365 -1.0988 1.8189
16 H -1.8182 -2.1141 0.4837
17 H -2.3767 0.7803 0.4299

natural (NBO) population analysis, charges in e, atoms 1 to 5: -0.64, 0.32, -0.85, -0.74, 0.22

=====

Entry 4:
Formula: C3H10N2O2
Source: the Open Molecules 2025 dataset
Level of theory: ωB97M-V/def2-TZVPD

Max |F| = 4.26 eV Å⁻¹
HOMO energy = -8.151 eV
Calculated total energy = -380.0870 a.u.
Frontier orbital gap = 0.17755 hartree
Energy above the lowest of the compared OMol25 structures with the same formula, charge and spin = 655.44 kJ/mol

CARTESIAN COORDINATES (ANGSTROEM)
1 C -0.3070 0.1332 -2.1925
2 C -0.2441 1.0696 -1.0773
3 C -0.0527 0.6384 0.2851
4 N 1.0015 1.1348 1.0957
5 O 0.0200 -0.8670 0.3095
6 N -1.3592 -0.9413 -1.9404
7 H -0.4916 0.5250 -3.1882
8 H 0.5889 -0.5049 -2.2736
9 H -0.2696 2.1380 -1.2773
10 H -0.9505 0.5748 0.9265
11 H 1.1003 0.5115 1.9271
12 H 1.9345 1.2017 0.7002
13 H -2.2751 -0.4905 -1.9732
14 H -1.1696 -1.1482 -0.9395
15 H 0.2490 -1.0045 1.2581
16 H 1.0178 -0.9240 3.6567
17 O 0.7884 -0.7786 2.7411

natural (NBO) population analysis, charges in e, atoms 1 to 5: -0.39, 0.30, 0.03, -0.85, -0.78

=====

Entry 5:
Formula: C3H10N2O2
Source: the Open Molecules 2025 dataset
Level of theory: ωB97M-V/def2-TZVPD

Max |F| = 5.67 eV Å⁻¹
HOMO energy = -8.079 eV
Calculated total energy = -380.1227 a.u.
Frontier orbital gap = 0.32239 hartree
Energy above the lowest of the compared OMol25 structures with the same formula, charge and spin = 561.64 kJ/mol

CARTESIAN COORDINATES (ANGSTROEM)
1 C 1.5434 1.2721 2.4706
2 C 0.6187 0.7099 1.7053
3 C 0.9864 0.2244 -0.2051
4 N -0.1323 0.6976 -1.0173
5 N -2.0626 -2.1491 -1.5676
6 O -1.4061 0.1464 -0.5330
7 O 2.1308 1.0051 -0.5708
8 H 2.6075 1.4580 2.3673
9 H -1.4939 -0.7249 -1.1100
10 H 1.1896 1.4871 3.4500
11 H -0.4288 0.6179 1.7304
12 H 1.2223 -0.7921 -0.3943
13 H -0.3417 1.6704 -0.8920
14 H -2.8435 -2.6826 -1.2597
15 H -1.2627 -2.7876 -1.3369
16 H -2.3347 -2.0480 -2.5252
17 H 2.0076 1.8953 -0.3115

natural (NBO) population analysis, charges in e, atoms 1 to 5: -0.47, -0.20, 0.26, -0.38, -1.06

=====

Entry 6:
Formula: C3H10N2O2
Source: the Open Molecules 2025 dataset
Level of theory: ωB97M-V/def2-TZVPD

Max |F| = 3.01 eV Å⁻¹
HOMO energy = -8.982 eV
Calculated total energy = -380.2405 a.u.
SMILES string = CNN(C)C=O.O
Frontier orbital gap = 0.35448 hartree
Energy above the lowest of the compared OMol25 structures with the same formula, charge and spin = 252.54 kJ/mol

CARTESIAN COORDINATES (ANGSTROEM)
1 C -2.1566 0.9509 0.4332
2 N -1.1044 -0.0422 0.1488
3 N -0.0701 0.4421 -0.5968
4 C 0.9703 1.0258 0.2173
5 C 0.0965 0.3603 -1.9283
6 O 1.1561 0.6678 -2.5378
7 H -2.8924 0.9133 -0.3892
8 H -1.7208 1.9613 0.4410
9 H -2.5779 0.7488 1.4354
10 H -1.5010 -0.8319 -0.3510
11 H 1.8866 1.0792 -0.3635
12 H 0.6257 1.9492 0.6972
13 H 1.1494 0.3534 1.0358
14 H -0.7543 -0.0811 -2.4931
15 O 1.0486 -2.9088 3.0640
16 H 1.5270 -2.9255 3.9214
17 H 1.3799 -2.0602 2.6587

natural (NBO) population analysis, charges in e, atoms 1 to 5: -0.43, -0.45, -0.28, -0.42, 0.49